# 1
Below is a structure of composition C16H20N5OPtS at a distorted geometry, with properties calculated with ωB97M-V with the def2-TZVPD basis set.

The geometry in XYZ format:
```
44
C16H20N5OPtS ωB97M-V with the def2-TZVPD basis set
Pt -0.4098 -0.1139 0.0924
C -0.8168 -1.6667 5.7384
C -0.0802 -0.3498 5.5302
N -0.5503 0.4099 4.3740
C -0.3518 0.0634 3.0998
S -0.9515 1.1883 1.9066
N 0.2975 -1.0362 2.8340
N 0.5266 -1.2303 1.5166
C 1.0959 -2.3196 1.1175
C 1.4883 -3.4196 2.0476
C 1.3864 -2.3857 -0.3092
C 2.0858 -3.4307 -0.8906
C 2.3984 -3.3624 -2.2394
C 2.0137 -2.2499 -2.9714
C 1.2934 -1.2588 -2.3279
N 0.9839 -1.3351 -1.0356
H -0.4933 -2.1209 6.6760
H -0.6052 -2.3591 4.9236
H -1.8945 -1.5024 5.7860
H 0.9888 -0.5272 5.4166
H -0.2236 0.2924 6.3969
H -1.0763 1.2523 4.5300
H 1.1612 -3.1800 3.0525
H 2.5728 -3.5522 2.0576
H 1.0317 -4.3611 1.7348
H 2.3919 -4.2799 -0.2952
H 2.9471 -4.1678 -2.7112
H 2.2666 -2.1479 -4.0176
H 0.9491 -0.3755 -2.8511
O -1.0959 0.9952 -1.9926
C -2.4010 0.6236 -2.4524
C -2.7752 -0.7593 -1.9926
C -3.8147 -1.4373 -2.6128
C -4.2256 -2.6485 -2.0908
C -3.5737 -3.1539 -0.9730
C -2.5296 -2.4292 -0.4387
N -2.1380 -1.2532 -0.9426
H -1.0434 1.9573 -1.9660
H -2.4406 0.6631 -3.5403
H -3.1517 1.3153 -2.0649
H -4.2967 -1.0113 -3.4849
H -5.0444 -3.1926 -2.5434
H -3.8707 -4.0914 -0.5232
H -1.9798 -2.7852 0.4257
```

Results
Molar mass (g/mol): 525.52
Relative energy (zero: lowest compared OMol25 entry of this formula, charge and spin) (kcal per mole): 35.9
Net charge: +1
Orbital gap (spin up / spin down) (Ha): 0.2588 / 0.2588
Electronic energy (Ha): -1488.018467



# 2
Below is a cluster of 2 separate species, C5H9NO4 in total at a distorted geometry, with properties calculated with ωB97M-V with the def2-TZVPD basis set.

The geometry in XYZ format:
```
19
C5H9NO4 ωB97M-V with the def2-TZVPD basis set
C -1.4171 -2.7350 -0.3401
C -1.4811 -1.2564 -0.0138
C -2.6302 -0.4038 0.0002
C -2.4179 1.0687 0.2294
O -3.4867 1.8223 -0.3060
C -0.2236 -0.6786 0.7663
O -0.4118 -0.7307 -0.7428
O 3.7254 0.9791 1.2809
N 3.7570 0.4511 0.1328
O 4.6987 0.5043 -0.6654
H -0.4783 -3.1451 0.0724
H -2.2361 -3.4105 -0.1259
H -1.2648 -2.6739 -1.4169
H -3.3992 -0.6953 -0.7058
H -2.2954 1.2396 1.3159
H -1.4787 1.4087 -0.2509
H -3.3775 2.7457 0.0038
H -0.2425 0.3887 1.0978
H 0.4951 -1.4136 1.2215
```

Results
Molar mass (g/mol): 147.13
Relative energy (zero: lowest compared OMol25 entry of this formula, charge and spin) (kcal per mole): 213.1
Orbital gap (spin up / spin down) (Ha): 0.3469 / 0.2003
Electronic energy (Ha): -551.350141



# 3
Below is the ion C9H15N2 with charge +1 at a distorted geometry, with properties calculated with ωB97M-V with the def2-TZVPD basis set.

The geometry in XYZ format:
```
26
C9H15N2 ωB97M-V with the def2-TZVPD basis set
C -2.1752 -1.5478 -0.6997
C -1.2607 -0.9581 0.3973
N -0.0431 -1.7213 0.5374
C 0.9408 -0.8228 0.2608
C 2.3852 -1.0377 0.0306
C 2.9681 0.3379 -0.1329
C 1.6733 1.2900 -0.2094
N 0.5538 0.4486 0.1669
C -0.8338 0.5766 0.1566
C -1.6890 1.5239 -0.4766
C -1.6517 1.6103 1.0134
H -2.3589 -2.4615 -0.0896
H -1.5747 -1.6662 -1.6313
H -3.0376 -0.9891 -0.9072
H -1.9373 -0.9819 1.2322
H 0.0327 -2.6744 0.7562
H 2.7095 -1.5374 0.8632
H 2.5253 -1.5528 -0.8559
H 3.6859 0.7343 0.5585
H 3.5578 0.3585 -1.0798
H 1.7504 2.2742 0.2530
H 1.5568 1.7159 -1.2584
H -2.7399 1.1703 -0.6945
H -1.2855 2.2645 -1.1878
H -2.4941 1.1321 1.4983
H -1.2580 2.5140 1.4987
```

Results
Molar mass (g/mol): 151.23
Relative energy (zero: lowest compared OMol25 entry of this formula, charge and spin) (kcal per mole): 37.2
Net charge: +1
Orbital gap (Ha): 0.3665
SMILES: C[C@H]1[NH+]=C2CCCN2C12CC2
Electronic energy (Ha): -461.140533



# 4
Below is a structure of composition C27H24Cl5GaNO2PS2, with properties calculated with ωB97M-V with the def2-TZVPD basis set.

The geometry in XYZ format:
```
63
C27H24Cl5GaNO2PS2 ωB97M-V with the def2-TZVPD basis set
Ga -0.0703 1.0116 -0.2209
Cl -1.2901 3.3522 0.8513
C -2.4981 2.1346 0.6880
C -2.1029 1.0290 -0.0630
C -3.0711 0.0712 -0.3402
Cl -2.7019 -1.2122 -1.4267
C -4.3565 0.1683 0.1933
Cl -5.5246 -1.0507 -0.1327
C -4.6940 1.2566 0.9966
Cl -6.2661 1.3696 1.6790
C -3.7652 2.2695 1.2281
Cl -4.1789 3.6545 2.1594
C 3.9913 2.4873 0.2475
C 4.5121 2.1056 -0.9803
C 3.6864 1.5482 -1.9430
C 2.3363 1.3504 -1.6636
C 1.8103 1.6960 -0.4114
C 2.6477 2.2703 0.5320
C 1.3753 0.9031 -2.6913
C 1.7602 0.2524 -3.8847
C 0.8271 0.0155 -4.8493
C -0.4952 0.4820 -4.6764
C -1.4752 0.4194 -5.6900
C -2.7087 0.9734 -5.4953
C -3.0236 1.5847 -4.2659
C -2.1124 1.6157 -3.2479
C -0.8238 1.0690 -3.4298
N 0.1097 1.2007 -2.4455
H 4.6337 2.9443 0.9904
H 5.5624 2.2531 -1.1970
H 4.0898 1.3006 -2.9176
H 2.2418 2.5510 1.4974
H 2.7832 -0.0719 -4.0086
H 1.0911 -0.4996 -5.7652
H -1.2228 -0.0500 -6.6333
H -3.4477 0.9545 -6.2852
H -3.9940 2.0456 -4.1353
H -2.3406 2.0898 -2.3047
C 3.5386 -1.9612 1.1421
C 2.8749 -1.9250 2.5105
C 3.2649 -0.6719 3.2776
O 1.4303 -2.0934 2.4445
P 0.3107 -1.2403 1.6949
S 0.1708 0.6708 2.3019
S 0.4751 -1.3840 -0.3019
O -0.9774 -2.0749 2.0649
C -1.7318 -2.2367 3.3027
C -2.1849 -3.6862 3.2988
C -0.9802 -1.9184 4.5861
H 4.6073 -2.1400 1.2662
H 3.4024 -1.0101 0.6252
H 3.1165 -2.7540 0.5261
H 3.1743 -2.8050 3.0822
H 2.9173 0.2129 2.7497
H 4.3516 -0.6271 3.3592
H 2.8287 -0.6771 4.2770
H -2.5904 -1.5684 3.2005
H -1.3090 -4.3324 3.2393
H -2.8301 -3.8822 2.4432
H -2.7311 -3.9023 4.2168
H -0.1142 -2.5727 4.6953
H -1.6589 -2.0794 5.4242
H -0.6502 -0.8863 4.6145
```

Results
Molar mass (g/mol): 736.59
Orbital gap (Ha): 0.2967
Electronic energy (Ha): -6612.166215



# 5
Below is a cluster of 2 separate species, C3H4ClO3 in total at a distorted geometry, with properties calculated with ωB97M-V with the def2-TZVPD basis set.

The geometry in XYZ format:
```
11
C3H4ClO3 ωB97M-V with the def2-TZVPD basis set
C -3.0998 -0.0297 -1.1372
C 1.4481 0.1294 -0.2880
C 0.8720 -0.7624 0.7805
O -3.0503 1.0814 -1.4343
O -3.2915 -1.1259 -0.8641
O 1.5021 -0.6083 1.9307
Cl -1.1288 0.1184 0.7095
H 2.5221 -0.1877 -0.1967
H 1.0498 -0.1781 -1.2579
H 1.3119 1.1987 -0.2751
H 1.8643 0.3642 2.0325
```

Results
Molar mass (g/mol): 123.51
Relative energy (zero: lowest compared OMol25 entry of this formula, charge and spin) (kcal per mole): 64.7
Net charge: -1
Orbital gap (Ha): 0.2233
Electronic energy (Ha): -802.621555



# 6
Below is a structure of composition CHCl4PS at a distorted geometry, with properties calculated with ωB97M-V with the def2-TZVPD basis set.

The geometry in XYZ format:
```
8
CHCl4PS ωB97M-V with the def2-TZVPD basis set
C -0.6324 -0.9207 0.6053
P 0.5912 0.1967 0.1302
S -0.3640 1.3155 -1.6659
Cl -2.1322 1.5212 -0.9614
Cl -0.4336 -2.3552 -0.4526
Cl 0.9176 1.6143 1.4025
Cl 2.4314 -0.1389 -0.6472
H -0.3779 -1.2329 1.5891
```

Results
Molar mass (g/mol): 217.87
Relative energy (zero: lowest compared OMol25 entry of this formula, charge and spin) (kcal per mole): 38.8
Orbital gap (Ha): 0.3112
Electronic energy (Ha): -2618.981360